Entry 1:
Entry from the OMol25 dataset: a molecular structure, C12Cl5F5I2Sn (the ωB97M-V functional and the def2-TZVPD basis).

Kohn-Sham gap (alpha / beta) = 6.78 / 6.78 eV
highest occupied orbital energy (alpha / beta) = -0.3136 / -0.3136 hartree

Each line ends with the Mulliken charge.
CARTESIAN COORDINATES (ANGSTROEM)
Sn: -0.09 0.36 1.53  0.67
Cl: -0.83 2.83 -0.01  -0.20
C: 0.78 2.49 -0.48  1.01
C: 1.31 1.32 0.04  -0.96
C: 2.63 1.00 -0.23  0.58
Cl: 3.26 -0.42 0.50  -0.21
C: 3.41 1.83 -1.03  -0.12
Cl: 5.05 1.43 -1.35  -0.17
C: 2.85 2.99 -1.56  0.61
Cl: 3.81 4.03 -2.53  -0.16
C: 1.52 3.33 -1.30  -0.36
Cl: 0.83 4.76 -1.95  -0.18
I: -0.25 0.66 4.20  0.12
I: -0.43 0.95 7.04  -0.36
F: -2.08 0.07 -1.46  -0.28
C: -2.05 -1.11 -0.82  0.76
C: -1.33 -1.21 0.36  -1.04
C: -1.35 -2.44 0.99  0.91
F: -0.66 -2.55 2.15  -0.31
C: -2.03 -3.54 0.50  -0.05
F: -2.01 -4.71 1.14  -0.27
C: -2.75 -3.40 -0.69  0.72
F: -3.42 -4.44 -1.19  -0.29
C: -2.75 -2.18 -1.35  -0.16
F: -3.44 -2.06 -2.49  -0.28



Entry 2:
Entry from the OMol25 dataset: 5 unconnected molecules or ions with the total composition C19H51N2O8 (the ωB97M-V functional and the def2-TZVPD basis).

total charge = +1
Kohn-Sham gap = 6.24 eV
highest occupied orbital energy = -0.3698 hartree

Each line ends with the Mulliken charge.
CARTESIAN COORDINATES (ANGSTROEM)
N: 5.96 3.36 -5.48  -0.43
C: 7.12 3.04 -6.29  -0.74
C: 8.31 4.05 -6.25  -0.59
C: 9.62 3.45 -5.76  -0.65
N: 9.51 3.13 -4.26  -0.29
H: 5.62 4.30 -5.64  0.23
H: 6.07 3.21 -4.49  0.20
H: 6.80 2.93 -7.32  0.36
H: 7.47 2.04 -6.00  0.38
H: 8.05 4.91 -5.63  0.45
H: 8.51 4.46 -7.24  0.36
H: 9.85 2.50 -6.25  0.33
H: 10.46 4.12 -5.87  0.38
H: 9.66 2.14 -4.05  0.36
H: 8.58 3.38 -3.91  0.30
H: 10.19 3.67 -3.71  0.37
C: 2.67 1.68 -5.66  -0.61
O: 2.20 0.39 -5.32  -0.37
C: 2.94 -0.22 -4.28  -0.52
C: 2.35 0.01 -2.90  0.17
O: 2.43 1.37 -2.51  -0.43
C: 1.19 2.06 -2.61  -0.70
H: 2.00 2.08 -6.42  0.30
H: 2.69 2.35 -4.80  0.27
H: 3.69 1.63 -6.08  0.20
H: 3.98 0.12 -4.30  0.24
H: 2.94 -1.30 -4.48  0.42
H: 2.93 -0.58 -2.18  0.41
H: 1.32 -0.34 -2.88  -0.26
H: 0.49 1.72 -1.85  0.25
H: 0.73 1.91 -3.60  0.33
H: 1.40 3.11 -2.47  0.33
C: -1.22 -1.23 -3.22  -0.96
O: -1.36 -0.23 -2.23  -0.32
C: -2.44 0.65 -2.46  -0.45
C: -3.67 0.28 -1.65  -0.63
O: -4.19 -0.98 -2.04  -0.38
C: -3.86 -2.03 -1.15  -0.35
H: -0.50 -1.96 -2.84  0.24
H: -2.17 -1.74 -3.42  0.45
H: -0.83 -0.81 -4.16  0.35
H: -2.70 0.67 -3.52  0.35
H: -2.12 1.66 -2.17  0.37
H: -4.44 1.03 -1.82  0.41
H: -3.42 0.28 -0.58  0.29
H: -4.38 -1.93 -0.19  0.05
H: -2.79 -2.08 -0.96  0.25
H: -4.19 -2.96 -1.62  0.29
C: -5.61 -4.86 4.66  -0.75
O: -4.81 -3.75 5.03  -0.29
C: -3.59 -3.66 4.33  -0.60
C: -3.63 -2.58 3.27  -0.37
O: -4.58 -2.87 2.25  -0.34
C: -5.80 -2.18 2.40  -0.84
H: -6.59 -4.72 5.13  0.25
H: -5.74 -4.91 3.57  0.28
H: -5.18 -5.80 5.01  0.30
H: -3.33 -4.63 3.87  0.44
H: -2.80 -3.41 5.04  0.29
H: -2.64 -2.51 2.80  0.41
H: -3.85 -1.62 3.74  0.24
H: -5.68 -1.11 2.18  0.31
H: -6.21 -2.29 3.40  0.41
H: -6.50 -2.60 1.68  0.24
C: -2.95 1.00 9.32  -0.67
O: -3.11 -0.41 9.34  -0.37
C: -4.12 -0.88 8.46  -0.75
C: -3.56 -1.44 7.18  -0.07
O: -2.90 -0.47 6.39  -0.38
C: -1.49 -0.47 6.55  -0.74
H: -2.07 1.23 9.92  0.24
H: -2.80 1.37 8.30  0.28
H: -3.82 1.50 9.76  0.33
H: -4.83 -0.07 8.23  0.38
H: -4.67 -1.67 8.98  0.37
H: -4.38 -1.85 6.58  0.17
H: -2.88 -2.27 7.41  0.33
H: -1.05 -1.38 6.12  0.30
H: -1.20 -0.40 7.60  0.35
H: -1.10 0.39 6.01  0.24



Entry 3:
Entry from the OMol25 dataset: 2 unconnected molecules or ions with the total composition C9H14 (the ωB97M-V functional and the def2-TZVPD basis).

SMILES = Cc1ccccc1.CC
energy above the lowest of the compared OMol25 structures with the same formula, charge and spin = 51.4 kcal/mol
Kohn-Sham gap = 10.04 eV
highest occupied orbital energy = -0.3312 hartree

Each line ends with the Mulliken charge.
CARTESIAN COORDINATES (ANGSTROEM)
C: 1.08 1.30 -1.27  -1.04
C: -0.33 -0.66 -1.07  -0.37
C: 0.96 -0.19 -1.09  0.97
C: -0.57 -2.04 -0.99  -0.65
C: 0.52 -2.90 -0.78  -0.38
C: 2.05 -1.07 -0.88  -0.68
C: 1.76 -2.36 -0.63  -0.31
H: -1.14 0.10 -1.16  0.27
H: -1.54 -2.48 -1.10  0.40
H: 1.49 1.54 -2.34  0.28
H: 1.64 1.68 -0.51  0.34
H: 0.28 -4.06 -0.67  0.21
H: 2.99 -0.67 -0.61  0.35
H: 2.53 -3.03 -0.28  0.36
H: 0.00 1.57 -1.22  0.18
C: -1.86 1.96 1.15  -0.33
C: -1.13 1.53 2.37  -0.96
H: -2.71 2.40 1.58  0.40
H: -1.14 2.57 0.46  0.13
H: -2.04 1.03 0.51  -0.06
H: -1.15 0.43 2.56  0.29
H: -1.62 1.73 3.51  0.24
H: -0.09 1.60 2.46  0.34



Entry 4:
Entry from the OMol25 dataset: a molecular structure, HO3PbS (the ωB97M-V functional and the def2-TZVPD basis).

energy above the lowest of the compared OMol25 structures with the same formula, charge and spin = 13.4 kcal/mol
multiplicity = 2
Kohn-Sham gap (alpha / beta) = 7.12 / 8.89 eV
highest occupied orbital energy (alpha / beta) = -0.2787 / -0.3428 hartree
⟨S²⟩ = 0.754

Each line ends with the Löwdin spin population.
CARTESIAN COORDINATES (ANGSTROEM)
S: -1.13 0.67 -0.07  0.57
O: -0.39 0.31 -1.39  0.14
O: 1.01 0.33 1.01  0.15
Pb: 0.39 -1.52 -0.53  0.00
O: -1.44 -0.80 0.35  0.14
H: 1.56 1.02 0.63  0.00



no.,molar mass (g/mol)
1,788.91
2,435.62
3,122.21
4,288.27